Below is a 4-piece molecular cluster, CH11NO3 overall in a non-equilibrium geometry, with properties calculated with ωB97M-V/def2-TZVPD.

Output
Highest occupied orbital energy   -9.61 eV
SMILES   CN.O.O.O
M   85.1 g mol⁻¹
Charge   0
Relative energy (zero: lowest compared OMol25 entry of this formula, charge and spin)   1.071 eV
Kohn-Sham gap   0.3649 Ha

Last column: Mulliken charge in e.
Cartesian coordinates (Å):
O  0.6818  1.8506  2.4968  -0.655
N  -0.6419  0.8498  -0.3250  -0.412
H  0.5914  1.8817  1.5231  0.352
H  0.8126  -1.4860  -2.5163  0.358
O  0.3738  -0.7259  -2.9278  -0.673
H  -1.0813  1.6900  -0.6483  0.170
C  -1.4688  -0.2665  0.0517  -0.607
H  0.1118  -0.1795  -2.1611  0.225
H  1.9150  -0.5287  0.2901  0.323
O  1.5706  -1.4405  0.3472  -0.608
H  -1.1555  -0.8133  0.9415  0.172
H  0.2877  0.7056  -0.6466  0.174
H  -2.4894  0.0701  0.2382  0.366
H  1.6096  -1.5225  1.2949  0.285
H  0.4024  0.9489  2.7755  0.300
H  -1.5198  -1.0337  -0.7339  0.231

---

Below is a 2-piece molecular cluster, C4H7NO2 overall in a non-equilibrium geometry, with properties calculated with ωB97M-V/def2-TZVPD.

Output
Highest occupied orbital energy   -9.79 eV
M   101.1 g mol⁻¹
Charge   0
Relative energy (zero: lowest compared OMol25 entry of this formula, charge and spin)   2.111 eV
Kohn-Sham gap   0.3924 Ha

Last column: Mulliken charge in e.
Cartesian coordinates (Å):
C  0.2863  1.2370  -0.5813  -0.864
H  0.3395  1.2150  -1.6711  0.374
H  1.2227  -1.9134  0.0145  0.263
C  0.6314  0.0282  0.1688  1.107
O  -2.8144  0.3367  -1.6695  -0.124
H  0.9185  -0.5755  2.2052  0.313
C  0.1103  -0.1884  1.5724  -1.319
N  0.9900  -1.1303  -0.5863  -0.568
C  -2.0905  -0.5325  -1.7591  0.089
H  -0.4172  1.9589  -0.1615  0.267
O  1.5343  1.1277  0.0819  -0.477
H  0.2377  -1.4080  -1.2067  0.275
H  -0.7153  -0.9093  1.5839  0.304
H  -0.2333  0.7538  2.0088  0.361

---

Below is C49H39Cl3N5S3W as an isolated structure in a non-equilibrium geometry, with properties calculated with ωB97M-V/def2-TZVPD.

Output
Highest occupied orbital energy   -8.13 eV
M   1084.3 g mol⁻¹
Charge   +1
Relative energy (zero: lowest compared OMol25 entry of this formula, charge and spin)   0.000 eV
Kohn-Sham gap   0.2126 Ha

Last column: Mulliken charge in e.
Cartesian coordinates (Å):
C  -0.2959  5.1422  -0.2372  -0.846
H  -4.2010  -3.5536  -4.5082  0.475
H  -4.8840  -2.8461  -2.2680  0.369
C  -3.6893  3.2220  3.9833  -0.943
C  -4.0251  1.2766  2.0164  -0.412
H  0.0557  -2.0619  3.5449  0.442
C  -5.0767  1.6026  2.8608  -0.771
H  -5.7342  2.8263  4.4901  0.411
C  2.4329  -2.1064  -1.3783  0.630
C  -1.6705  -3.7278  -1.5844  0.819
C  -2.1585  -3.9984  -3.9349  -0.911
Cl  1.2147  -1.3248  -4.8116  -0.183
C  3.9064  -1.5818  0.4836  -0.469
H  4.0749  3.9449  -0.8080  0.451
S  1.1950  -1.6677  0.9752  0.463
C  4.8198  -2.0458  -1.6874  -0.774
H  1.1286  -6.1302  4.3556  0.411
C  3.3242  3.1662  -0.8239  -1.143
C  -3.4842  -3.5617  -3.6971  -0.425
H  0.2843  5.9772  0.1326  0.467
H  4.0250  -1.3552  1.5345  0.450
H  3.1933  3.0710  1.3108  0.543
H  1.7486  4.2127  5.4746  0.465
C  0.5719  -2.9743  3.2763  -0.662
W  -1.6301  -1.2546  -0.9576  -1.793
H  -1.6790  3.4009  3.2598  0.176
C  3.3814  1.3787  3.4101  0.032
C  -3.2409  -2.4896  -0.0836  -1.522
H  5.1068  1.6915  4.6308  0.456
C  4.0951  2.0062  4.4152  -0.792
H  1.5331  1.2571  -2.9863  0.347
H  3.8166  0.5713  2.8389  0.291
C  2.8589  2.6668  -2.0329  -0.816
C  1.9037  -5.3065  2.5381  -0.856
Cl  -3.5059  -0.1429  -2.6282  -0.184
C  2.6373  -1.7771  -0.0473  0.516
C  -3.0870  -0.0517  -5.3266  -0.824
H  2.5184  -4.2309  0.7819  0.548
C  -0.8296  5.1757  -1.5192  -0.699
H  3.2480  3.0604  -2.9627  0.494
Cl  -0.7768  -4.5269  -0.2814  -0.138
C  -0.4987  4.0350  0.5703  0.128
H  -1.9766  4.1288  -3.0019  0.484
H  -4.1206  0.5196  1.2492  0.336
C  2.8324  2.6721  0.3740  -0.328
C  3.5454  -2.2415  -2.1982  -0.769
S  -1.5352  1.4911  1.0283  2.079
C  1.3961  1.1606  -0.8655  1.474
C  -2.5562  -0.3111  -4.0841  1.632
C  -1.2292  -0.7124  -3.8496  -1.478
H  -0.0713  3.9972  1.5633  0.168
C  -1.7775  2.9896  -1.2026  -0.547
C  -2.9525  -3.1595  -1.3525  0.578
C  3.5087  3.0303  5.1508  -0.562
H  -2.6414  0.0112  -7.4241  0.413
N  -1.9646  0.3856  0.1782  -0.023
N  -0.8230  -0.9268  -2.5726  0.442
C  1.3103  -3.0373  2.1020  0.353
C  -1.5670  4.1033  -2.0009  -0.738
N  1.5525  -0.4810  2.0690  -0.640
N  -0.0332  -1.6288  0.2164  1.005
H  -0.6676  6.0426  -2.1461  0.427
C  1.8734  1.6651  0.3388  0.798
C  0.5096  -4.0953  4.0856  -0.757
H  5.6803  -2.1560  -2.3343  0.434
C  -2.8136  1.9274  2.1801  0.335
H  -2.8620  -2.9911  0.8068  0.439
H  -0.0607  -4.0640  5.0041  0.427
C  -3.8656  -3.1652  -2.4530  -0.699
H  -1.8522  -4.2929  -4.9299  0.418
C  -1.2388  2.9698  0.0755  0.676
C  1.8991  1.6650  -2.0523  -0.991
C  -1.2915  -4.1243  -2.8922  -0.651
N  -0.2794  1.4331  2.0817  -0.610
H  -6.0267  1.0972  2.7530  0.453
C  -2.6304  2.9007  3.1522  -0.240
H  -0.2840  -0.6920  -7.1192  0.473
H  3.4142  -2.5018  -3.2392  0.453
H  1.4248  -2.2268  -1.7596  -0.056
H  4.0693  3.5135  5.9396  0.416
H  2.4150  -6.2151  2.2504  0.435
H  0.4580  3.0858  3.6730  0.392
C  2.0823  1.7991  3.1510  -0.732
H  0.6592  0.3699  -0.9054  -0.187
C  1.1775  -5.2574  3.7183  -0.593
C  -2.2585  -0.1889  -6.4335  -0.505
C  -0.9370  -0.5779  -6.2648  -0.622
H  -0.3131  -4.5636  -3.0357  0.532
C  1.4814  2.8118  3.8789  -0.095
H  6.0012  -1.5683  0.0436  0.483
H  -3.5641  3.9774  4.7472  0.429
S  1.1924  1.0088  1.8502  2.025
C  5.0037  -1.7146  -0.3489  -1.036
C  2.2064  3.4277  4.8886  -0.907
C  -4.9096  2.5726  3.8374  -0.520
H  -4.2767  -2.1862  0.0397  0.471
H  -4.1214  0.2452  -5.4323  0.479
H  -2.3308  2.1322  -1.5623  0.384
C  1.9701  -4.1920  1.7138  -0.165
C  -0.4383  -0.8317  -4.9995  0.887

---

Below is an isolated ion of composition C4H8N3 and charge +1 in a non-equilibrium geometry, with properties calculated with ωB97M-V/def2-TZVPD.

Output
Highest occupied orbital energy   -13.84 eV
SMILES   C[n+]1ccn(N)c1
M   98.1 g mol⁻¹
Charge   +1
Relative energy (zero: lowest compared OMol25 entry of this formula, charge and spin)   2.894 eV
Kohn-Sham gap   0.3911 Ha

Last column: Mulliken charge in e.
Cartesian coordinates (Å):
H  -1.9195  -0.2102  -1.3203  0.451
C  -0.9633  1.4397  -0.2096  -0.247
H  1.0371  -1.8858  -1.1211  0.406
H  -1.4977  2.3148  -0.2143  0.443
H  -0.5711  -2.3098  -1.5616  0.312
H  1.3420  -0.4096  1.0739  0.438
C  0.6190  0.0575  0.4959  -0.106
C  0.0453  -2.0540  -0.7293  -0.807
N  -0.1936  -0.6395  -0.3192  0.028
H  0.3659  3.2134  1.1462  0.264
N  0.8969  2.3688  1.0128  -0.855
N  0.1846  1.3375  0.4753  0.479
H  0.0661  -2.8075  0.0061  0.295
H  1.4662  2.2077  1.8830  0.287
C  -1.1398  0.1581  -0.7925  -0.387

---

Below is C11H31FN4O11 as an isolated structure in a non-equilibrium geometry, with properties calculated with ωB97M-V/def2-TZVPD.

Output
Highest occupied orbital energy   -9.21 eV
M   414.4 g mol⁻¹
Charge   0
Kohn-Sham gap   0.3457 Ha

Last column: Mulliken charge in e.
Cartesian coordinates (Å):
H  -1.4263  -4.1201  1.8327  0.276
H  0.5069  -3.0159  4.0025  0.331
O  0.0240  -5.2798  0.8839  -0.373
C  0.5809  -1.1985  2.8275  0.898
H  -1.0057  0.6048  2.9648  0.275
C  1.7255  2.8957  0.5542  0.819
H  3.9929  0.9257  0.1340  0.348
H  1.9943  -1.7575  -4.6726  0.327
H  -1.2118  1.9025  -2.5494  0.481
F  -2.1634  -5.6821  0.7029  -0.295
C  0.9054  -4.3688  0.4125  0.498
C  -1.1372  -3.7727  -0.2967  -0.436
C  1.0456  -0.9579  -2.7825  0.883
H  -1.8081  -2.9303  -0.4399  0.282
N  -0.3955  0.1622  0.0331  0.776
O  -0.6619  -1.0295  2.8798  -0.933
O  2.1045  -0.7939  -2.1279  -0.877
H  0.0886  -0.1353  0.9051  -0.322
H  -4.8285  3.1270  0.3745  0.314
H  0.5235  -2.5152  -4.0878  0.257
C  2.2540  4.3152  0.6620  -1.314
H  -1.3020  2.0982  3.6587  0.413
H  0.4082  -0.9626  -4.8519  0.304
N  -1.1325  1.6229  2.7799  -0.148
H  -1.3835  0.4370  0.1509  0.641
H  -0.1999  1.8927  2.4076  0.365
H  -0.4322  2.4115  -3.9743  0.401
H  2.6976  0.2755  0.9875  0.441
N  2.9943  0.7589  0.1260  -0.390
C  -1.2877  -4.6820  0.9085  0.402
C  1.0394  -1.5570  -4.1915  -1.065
O  2.0848  -4.4570  0.3984  -0.508
O  -2.8468  1.5214  0.5845  -0.954
H  0.4330  2.0915  -2.5531  0.205
O  1.8849  2.2856  -0.5334  -0.681
H  2.6834  0.2385  -0.7179  0.243
H  1.6141  -1.8880  4.6075  0.376
O  1.1556  2.3995  1.5464  -0.742
C  -4.5115  2.7957  -0.6098  -1.123
H  1.7855  4.9973  -0.0483  0.291
H  2.1637  4.7918  1.6350  0.340
O  -2.5246  1.9651  -1.5806  -0.797
O  -0.1116  -0.6813  -2.3459  -0.965
H  -4.3138  3.7019  -1.1832  0.320
O  0.2050  -3.3301  -0.0805  -0.156
H  -1.1109  -4.3173  -1.2444  0.274
H  3.3155  4.2419  0.4112  0.345
H  -0.3435  0.8098  -3.3728  0.192
O  1.3164  -0.4924  2.0764  -0.896
C  1.2449  -2.2885  3.6635  -1.324
H  1.9832  -2.7296  2.9981  0.294
C  -3.2486  1.9375  -0.5491  0.592
H  -1.8645  1.7544  2.0568  0.359
H  -0.3823  -0.6479  -0.6028  0.298
H  -5.2308  2.2467  -1.2201  0.293
N  -0.3535  1.8187  -3.1572  -0.216
H  2.4214  1.6156  0.0454  0.369
H  0.0419  0.9485  -0.4385  -0.007

---

Below is C19H54BClInO8 as an isolated structure, with properties calculated with ωB97M-V/def2-TZVPD.

Output
Highest occupied orbital energy   -5.24 eV
M   571.7 g mol⁻¹
Charge   -1
Relative energy (zero: lowest compared OMol25 entry of this formula, charge and spin)   0.000 eV
Kohn-Sham gap   0.2687 Ha

Last column: Mulliken charge in e.
Cartesian coordinates (Å):
H  2.5385  5.0788  -0.9797  0.323
H  -6.3282  -2.0345  -2.6894  0.303
C  -0.1080  -2.7779  0.2700  -1.149
H  0.1401  -3.3158  1.1862  0.302
C  -4.3397  3.0076  -5.1951  -1.156
H  -7.1559  -0.4711  -2.6599  0.322
O  -0.9384  -5.8683  -0.9225  -0.485
O  3.1462  1.9796  0.5413  -0.499
C  3.7193  1.8282  3.9030  0.540
C  -1.9083  -1.4922  -0.9253  -1.106
H  -0.0017  -3.4630  -0.5712  0.262
H  -2.2644  -8.0975  -1.7616  0.363
O  -2.3860  4.3169  -4.5316  -0.501
H  3.0729  -0.2120  3.6248  0.316
O  4.1733  2.8183  -1.4418  -0.662
H  -2.1740  3.0663  -6.9479  0.354
C  -6.9901  -1.3701  -3.2525  -1.307
H  -1.1220  -0.6314  1.3544  0.291
H  1.0124  2.0982  -2.7028  -0.362
H  0.6021  -1.9549  0.1503  0.318
H  -3.7731  -7.2513  -2.1235  0.367
H  -7.0125  -0.3208  -5.1225  0.256
H  -2.7447  -5.1183  -1.2876  0.198
H  4.1701  0.3881  2.3708  0.184
H  3.4849  1.8190  4.9731  0.296
H  -2.5061  4.9304  -5.2643  0.303
Cl  -0.2645  1.8617  0.4129  -0.575
H  -7.0552  -2.7763  -5.6462  0.392
H  -3.9829  -6.5512  0.3584  0.359
H  -0.9729  2.4579  -5.7904  0.302
H  8.5444  2.3016  8.0969  0.342
H  -2.6616  2.4296  -4.0035  0.227
B  3.2073  3.0102  -0.4581  0.297
H  -2.4739  -7.3955  0.7270  0.370
O  -1.7052  -1.3945  1.4784  -0.583
H  -1.8199  -2.1278  -1.8102  0.334
C  6.0927  3.3930  7.3845  -1.135
H  -4.8991  3.4006  -4.3457  0.306
H  -5.4380  -2.9313  -4.9503  0.322
H  2.4525  1.3361  0.3456  0.204
H  -2.9302  -1.1163  -0.8564  0.341
O  6.4980  1.0694  6.7911  -0.523
H  -2.6401  -5.6734  1.1123  0.300
C  3.9598  0.3959  3.4427  -1.186
H  7.6198  2.6245  9.5675  0.376
H  -4.6686  1.9860  -5.3866  0.170
H  5.1684  2.7492  2.6022  0.308
H  4.7635  3.7135  4.0271  0.276
H  4.6513  1.9996  -1.2843  0.256
H  6.8983  3.7673  6.7454  0.334
H  -0.5075  -6.6851  -0.6480  0.307
C  -6.1222  -2.2432  -5.4554  -1.312
H  -5.6797  -1.9573  -6.4094  0.313
H  -2.2161  -3.0692  0.5093  -0.033
C  2.2331  4.1755  -0.4482  -0.698
H  5.1723  3.3928  6.8012  0.186
H  5.5938  1.6170  8.4788  0.248
C  -2.8972  -6.4450  0.3872  -1.287
H  -1.2418  -0.6340  -1.0478  0.261
In  0.4812  3.2613  -1.4972  0.790
H  -2.3395  1.4360  -6.2807  0.335
O  -5.1551  -0.2791  -4.4055  -0.412
H  5.9779  4.0833  8.2220  0.412
H  5.8201  2.2952  4.1936  0.187
O  2.5782  2.3873  3.2872  -0.529
H  -4.5272  -0.8318  -3.9258  0.258
H  -2.2925  -6.8366  -3.0063  0.351
C  7.6976  1.9640  8.7021  -1.328
C  -6.3587  -1.0160  -4.5892  0.501
H  2.7186  2.4062  2.3214  0.331
C  -2.8500  3.0261  -4.8996  0.577
C  -2.3440  -6.0885  -0.9826  0.664
H  7.1926  1.3639  6.1916  0.334
H  7.9047  0.9522  9.0505  0.310
C  -2.0315  2.4571  -6.0486  -1.317
C  4.9485  2.6983  3.6713  -1.027
C  6.4223  1.9929  7.8736  0.441
C  -2.6924  -7.1282  -2.0354  -1.471
C  -1.5258  -2.2343  0.3443  0.707
H  -4.5654  3.6230  -6.0731  0.377
H  -0.7545  4.3615  -1.9605  -0.353
H  1.8453  4.4051  0.5469  0.240
H  -7.9438  -1.8824  -3.3907  0.383
H  4.8083  -0.0500  3.9680  0.368